Density functional theory data (ωB97M-V with the def2-TZVPD basis set) for a cluster of 2 separate species, C6H14N2O in total.

```
23
Properties=species:S:1:pos:R:3:lowdin_charge:R:1
H 1.053 1.634 -0.116 0.064
N 0.541 1.584 -1.077 0.159
C -0.183 0.578 -1.179 -0.426
C -0.730 0.119 -2.506 -0.217
N -2.190 0.057 -2.464 -0.002
O -0.471 -0.219 -0.032 -0.145
C -0.986 -1.528 -0.180 -0.103
H -0.354 -0.884 -2.734 0.116
H -0.333 0.816 -3.256 0.113
H -2.564 0.968 -2.217 0.082
H -2.551 -0.179 -3.381 0.072
H -0.259 -2.189 -0.664 0.091
H -1.192 -1.898 0.826 0.087
H -1.910 -1.515 -0.760 0.071
C 2.317 0.812 1.345 -0.053
C 1.481 -0.114 1.833 -0.245
C 0.504 0.149 2.928 -0.100
H 2.417 1.772 1.832 0.064
H 3.122 0.532 0.684 0.059
H 1.544 -1.137 1.488 0.098
H 0.609 1.159 3.317 0.074
H -0.517 0.037 2.564 0.066
H 0.655 -0.554 3.748 0.075
```

As for the structure (SMILES): [H]/N=C(/CN)OC.C=CC. The value obtained for the LUMO energy is 1.0 eV. For the frontier orbital gap, the calculation gives 10.06 eV. The value obtained for the energy above the lowest of the compared OMol25 structures with the same formula, charge and spin is 271.7 kJ/mol.

Density functional theory data (ωB97M-V with the def2-TZVPD basis set) for a cluster of 13 separate species, C26H65N13O13 in total.

```
117
Properties=species:S:1:pos:R:3:lowdin_charge:R:1
O 3.385 -2.672 -4.392 -0.018
C 3.023 -2.571 -3.197 -0.544
N 2.054 -1.678 -2.839 0.152
C 3.716 -3.286 -2.084 0.005
H 1.458 -1.904 -2.065 0.035
H 1.635 -1.184 -3.656 0.109
H 4.463 -2.556 -1.764 0.095
H 4.185 -4.195 -2.374 0.074
H 3.014 -3.459 -1.282 0.071
O 0.299 4.771 0.630 -0.009
C 1.510 4.978 0.558 -0.582
N 2.404 4.490 1.396 0.196
C 2.062 5.853 -0.575 -0.006
H 2.070 3.856 2.124 0.069
H 3.392 4.572 1.310 0.108
H 2.061 5.318 -1.523 0.073
H 3.084 6.200 -0.410 0.075
H 1.407 6.647 -0.855 0.065
O -2.892 -1.206 4.156 0.007
C -3.943 -1.710 4.448 -0.569
N -4.124 -2.167 5.733 0.157
C -5.103 -1.801 3.422 0.004
H -3.335 -2.261 6.377 0.077
H -4.999 -2.635 6.054 0.121
H -6.071 -1.929 3.903 0.068
H -5.059 -2.597 2.691 0.067
H -5.169 -0.931 2.755 0.067
O 0.198 -1.615 -0.828 -0.038
C -0.543 -0.759 -0.370 -0.564
N -1.307 -0.053 -1.242 0.207
C -0.626 -0.382 1.076 0.024
H -1.961 0.679 -0.945 0.074
H -1.226 -0.155 -2.235 0.109
H -1.357 -0.999 1.604 0.082
H -0.924 0.646 1.203 0.050
H 0.318 -0.487 1.626 0.078
O 1.677 0.502 -5.420 0.018
C 1.032 0.859 -6.377 -0.598
N 1.498 0.955 -7.626 0.182
C -0.470 1.131 -6.140 -0.014
H 0.780 0.933 -8.353 0.116
H 2.451 0.767 -7.929 0.076
H -0.527 1.522 -5.154 0.048
H -1.004 0.158 -5.996 0.094
H -1.070 1.803 -6.792 0.082
O 1.427 2.945 3.721 -0.049
C 0.260 2.452 3.717 -0.580
N -0.627 2.663 2.741 0.175
C -0.141 1.799 4.984 0.002
H -0.403 3.434 2.024 0.116
H -1.588 2.311 2.812 0.114
H 0.679 1.454 5.551 0.072
H -0.883 1.067 4.737 0.059
H -0.650 2.675 5.510 0.125
O 4.519 0.722 -8.006 -0.032
C 4.769 0.043 -6.988 -0.528
N 4.490 -1.323 -6.878 0.183
C 5.224 0.680 -5.666 -0.009
H 3.989 -1.856 -7.495 0.069
H 4.520 -1.568 -5.896 0.053
H 4.837 1.683 -5.782 0.071
H 6.320 0.833 -5.797 0.096
H 4.889 0.165 -4.760 0.074
O -1.418 -3.108 7.117 0.004
C -0.340 -2.772 6.637 -0.557
N -0.219 -1.842 5.643 0.171
C 0.994 -3.540 6.890 -0.006
H -1.110 -1.838 5.128 0.074
H 0.575 -1.739 5.076 0.029
H 1.785 -2.838 6.612 0.059
H 0.965 -4.328 6.148 0.075
H 1.128 -3.804 8.011 0.110
O -4.613 0.151 -2.688 0.007
C -5.152 -0.480 -1.800 -0.540
N -5.490 -1.817 -2.051 0.132
C -5.315 0.031 -0.324 0.001
H -5.479 -2.113 -3.043 0.115
H -5.857 -2.467 -1.361 0.096
H -6.020 -0.536 0.274 0.062
H -5.807 0.990 -0.515 0.076
H -4.395 0.236 0.184 0.047
O 4.492 1.321 -0.341 0.023
C 3.581 1.443 -1.147 -0.565
N 3.602 2.310 -2.197 0.169
C 2.281 0.698 -0.946 -0.021
H 4.459 2.791 -2.412 0.108
H 3.074 2.001 -2.994 0.088
H 1.837 0.391 -1.915 0.067
H 1.560 1.344 -0.481 0.083
H 2.222 -0.188 -0.371 0.039
O 2.277 -1.400 3.958 0.027
C 2.791 -1.046 2.934 -0.574
N 2.876 0.293 2.591 0.197
C 3.233 -2.026 1.838 0.005
H 2.568 0.945 3.265 0.063
H 3.303 0.613 1.744 0.065
H 3.751 -1.432 1.040 0.078
H 2.281 -2.438 1.450 0.081
H 3.875 -2.814 2.209 0.077
O -3.552 -4.771 0.734 0.011
C -2.362 -4.463 0.844 -0.572
N -1.555 -4.206 -0.275 0.154
C -1.779 -4.089 2.133 -0.015
H -2.162 -4.320 -1.066 0.089
H -0.860 -3.448 -0.285 0.068
H -1.729 -4.979 2.700 0.076
H -2.553 -3.621 2.716 0.063
H -0.806 -3.519 2.173 0.105
O -3.069 2.264 0.013 -0.044
C -3.619 3.365 -0.230 -0.556
N -4.222 3.539 -1.414 0.183
C -3.573 4.408 0.857 0.002
H -4.121 2.731 -1.994 0.096
H -4.646 4.467 -1.575 0.132
H -2.628 4.900 0.751 0.072
H -3.781 3.962 1.833 0.088
H -4.373 5.161 0.745 0.081
```

The value obtained for the LUMO energy is 0.3 eV. For the frontier orbital gap, the calculation gives 9.72 eV. The value obtained for the energy above the lowest of the compared OMol25 structures with the same formula, charge and spin is 159.4 kJ/mol.

Density functional theory data (ωB97M-V with the def2-TZVPD basis set) for a cluster of 2 separate species, C4H8N2O2S in total.

```
17
Properties=species:S:1:pos:R:3:lowdin_charge:R:1
C 0.862 -0.474 0.287 -0.320
C 1.402 0.924 1.759 -0.532
C -0.848 -1.141 -1.319 0.010
C -0.783 1.133 -0.462 -0.050
N 2.683 1.085 1.446 0.048
N -0.147 -0.161 -0.469 -0.148
O 1.650 -1.372 0.387 0.080
O 1.356 2.258 3.877 -0.650
S 0.450 1.523 2.941 0.838
H -1.639 -0.529 -1.957 0.141
H -0.221 -1.589 -1.974 0.052
H -1.321 -1.833 -0.689 0.082
H -1.799 1.080 -0.392 0.058
H -0.374 1.742 0.304 0.034
H -0.483 1.668 -1.446 0.137
H 3.124 0.233 0.947 0.139
H 3.197 1.457 2.221 0.082
```

The value obtained for the LUMO energy is 0.5 eV. For the frontier orbital gap, the calculation gives 8.39 eV. The value obtained for the energy above the lowest of the compared OMol25 structures with the same formula, charge and spin is 336.3 kJ/mol.

Density functional theory data (ωB97M-V with the def2-TZVPD basis set) for a structure of composition C62H70N5O2.

```
139
Properties=species:S:1:pos:R:3:lowdin_charge:R:1
C -7.419 1.569 -0.381 -0.052
O -6.318 1.991 -1.200 -0.080
C -5.126 2.241 -0.591 -0.254
C -4.855 1.974 0.772 0.007
C -3.541 2.021 1.215 -0.010
C -2.479 2.344 0.323 -0.173
C -1.072 2.352 0.722 -0.082
N -0.069 1.865 -0.110 0.066
C -0.102 1.319 -1.432 -0.100
C 0.771 1.859 -2.396 -0.111
C 1.898 2.865 -2.122 -0.386
C 1.444 4.286 -2.445 -0.046
C 3.218 2.470 -2.790 -0.051
C 0.513 1.502 -3.722 -0.020
C -0.435 0.529 -4.043 -0.035
C -1.111 -0.145 -3.025 -0.017
C -0.928 0.202 -1.691 -0.130
C -1.506 -0.675 -0.588 -0.371
C -0.640 -1.917 -0.356 -0.045
C -2.961 -1.083 -0.835 -0.052
N 1.129 2.013 0.477 0.214
N 0.883 2.491 1.709 0.022
C 1.951 2.448 2.681 -0.089
C 2.882 3.491 2.709 -0.127
C 2.706 4.691 1.791 -0.367
C 4.004 5.241 1.185 -0.052
C 1.932 5.758 2.546 -0.041
C 3.978 3.400 3.566 -0.016
C 4.209 2.255 4.318 -0.035
C 3.339 1.183 4.177 -0.022
C 2.223 1.248 3.342 -0.121
C 1.446 -0.032 3.055 -0.382
C 0.800 -0.598 4.320 -0.054
C 2.335 -1.077 2.374 -0.055
C -0.455 2.758 1.846 -0.157
C -0.938 3.341 3.089 0.003
C -2.798 2.694 -1.016 -0.034
C -4.093 2.642 -1.465 0.015
H -8.222 1.430 -1.097 0.096
H -7.168 0.622 0.121 0.098
H -7.682 2.349 0.349 0.104
H -5.644 1.678 1.463 0.114
H -3.317 1.745 2.244 0.122
H 2.096 2.822 -1.047 0.088
H 0.507 4.506 -1.915 0.057
H 2.195 5.021 -2.126 0.086
H 1.259 4.411 -3.524 0.092
H 3.481 1.451 -2.483 0.090
H 3.158 2.506 -3.884 0.078
H 4.024 3.137 -2.459 0.085
H 1.069 2.002 -4.525 0.123
H -0.624 0.257 -5.094 0.121
H -1.794 -0.960 -3.262 0.120
H -1.490 -0.075 0.327 0.110
H 0.399 -1.638 -0.139 0.074
H -1.024 -2.498 0.492 0.088
H -0.646 -2.559 -1.249 0.092
H -3.586 -0.216 -1.083 0.073
H -3.031 -1.815 -1.653 0.083
H -3.375 -1.545 0.073 0.091
H 2.091 4.314 0.960 0.113
H 4.570 4.432 0.703 0.087
H 3.754 5.994 0.420 0.084
H 4.648 5.714 1.943 0.083
H 0.881 5.444 2.652 0.069
H 2.343 5.906 3.560 0.103
H 1.936 6.720 2.015 0.048
H 4.656 4.253 3.658 0.122
H 5.083 2.191 4.976 0.121
H 3.526 0.264 4.737 0.121
H 0.653 0.237 2.349 0.111
H 0.148 0.152 4.786 0.081
H 0.187 -1.474 4.069 0.085
H 1.564 -0.894 5.052 0.084
H 2.795 -0.656 1.468 0.086
H 3.145 -1.394 3.051 0.087
H 1.735 -1.953 2.085 0.078
H -0.137 3.771 3.695 0.096
H -1.518 2.598 3.666 0.091
H -1.993 2.989 -1.686 0.122
H -4.339 2.860 -2.502 0.133
C -3.416 10.795 -0.181 -0.004
N -3.314 9.357 -0.328 -0.046
C -3.070 8.776 -1.548 -0.392
O -3.050 9.361 -2.626 0.072
C -2.776 7.294 -1.311 -0.164
C -1.380 6.902 -1.800 -0.079
C -0.339 7.828 -1.190 -0.212
C 0.145 8.927 -1.913 -0.032
C 1.023 9.833 -1.317 -0.068
C 1.397 9.677 0.024 -0.078
C 0.879 8.608 0.763 -0.093
C 0.112 7.629 0.121 -0.053
N -2.929 7.177 0.142 -0.018
C -2.630 6.045 0.826 -0.071
C -2.264 6.045 2.148 -0.078
C -2.170 4.874 2.980 -0.126
C -2.415 5.069 4.429 -0.222
C -2.956 4.042 5.221 -0.040
C -3.447 4.346 6.485 -0.072
C -3.348 5.658 6.968 -0.079
C -2.601 6.625 6.270 -0.068
C -2.083 6.307 5.016 -0.039
C -3.130 8.475 0.823 -0.244
C -4.334 8.543 1.721 -0.022
C -5.577 8.635 1.202 -0.040
C -6.775 8.980 1.941 -0.225
C -8.028 8.875 1.292 -0.040
C -9.191 9.295 1.927 -0.081
C -9.136 9.802 3.237 -0.079
C -7.900 9.893 3.898 -0.079
C -6.727 9.475 3.266 -0.029
H -3.444 11.234 -1.187 0.098
H -4.330 11.046 0.378 0.091
H -2.543 11.201 0.357 0.100
H -3.584 6.703 -1.780 0.166
H -1.184 5.849 -1.535 0.091
H -1.380 7.024 -2.896 0.133
H -0.195 9.071 -2.944 0.122
H 1.409 10.669 -1.903 0.109
H 2.059 10.399 0.499 0.105
H 1.070 8.544 1.837 0.099
H -0.185 6.722 0.648 0.090
H -2.617 5.122 0.233 0.124
H -2.149 7.022 2.611 0.081
H -2.579 3.964 2.464 0.090
H -3.015 3.026 4.844 0.098
H -3.911 3.560 7.068 0.104
H -3.824 5.921 7.902 0.100
H -2.417 7.608 6.699 0.106
H -1.437 7.018 4.483 0.115
H -2.230 8.803 1.380 0.150
H -4.153 8.446 2.804 0.113
H -5.736 8.430 0.135 0.129
H -8.049 8.490 0.270 0.111
H -10.145 9.250 1.398 0.105
H -10.050 10.139 3.735 0.106
H -7.852 10.313 4.904 0.105
H -5.755 9.572 3.754 0.105
```

The value obtained for the LUMO energy is -2.8 eV. For the frontier orbital gap, the calculation gives 6.66 eV. Its net charge is +1.

Density functional theory data (ωB97M-V with the def2-TZVPD basis set) for a cluster of 2 separate species, C3H4BrNO in total.

```
10
Properties=species:S:1:pos:R:3:lowdin_charge:R:1
C -0.135 -0.500 -0.034 -0.294
C 1.535 0.735 -0.181 -0.693
C -1.260 0.403 0.298 -0.043
N 0.207 -1.614 -0.255 0.136
O 1.557 1.854 -0.535 -0.016
Br 3.199 -0.328 -0.069 0.539
H -2.146 -0.043 -0.079 0.073
H -1.291 0.680 1.320 0.083
H -1.288 1.335 -0.215 0.074
H -0.379 -2.521 -0.250 0.142
```

The value obtained for the LUMO energy is 0.4 eV. For the frontier orbital gap, the calculation gives 8.96 eV. The value obtained for the energy above the lowest of the compared OMol25 structures with the same formula, charge and spin is 191.5 kJ/mol.

Density functional theory data (ωB97M-V with the def2-TZVPD basis set) for a cluster of 2 separate species, C30H35N3O6 in total.

```
74
Properties=species:S:1:pos:R:3:lowdin_charge:R:1
C -1.237 -5.131 3.183 -0.027
O -0.480 -4.368 2.170 -0.132
C -0.509 -3.041 2.124 -0.232
C 0.737 -2.281 2.160 -0.481
O 0.815 -1.051 2.204 -0.026
O 1.840 -3.055 2.128 -0.040
C 3.048 -2.275 2.212 -0.064
C -1.744 -2.265 2.276 -0.499
O -1.819 -1.064 2.494 0.040
O -2.847 -3.041 2.145 -0.101
C -4.053 -2.283 2.268 -0.067
H -1.216 -6.157 2.817 0.082
H -0.727 -5.039 4.147 0.087
H -2.256 -4.742 3.233 0.070
H 3.860 -2.956 1.951 0.085
H 3.015 -1.416 1.524 0.070
H 3.164 -1.891 3.237 0.095
H -4.862 -2.954 1.978 0.084
H -4.187 -1.937 3.302 0.096
H -4.011 -1.407 1.609 0.087
C 1.573 3.522 -3.445 -0.010
N 1.362 2.537 -2.411 -0.036
C 1.980 2.656 -1.198 -0.361
O 2.745 3.564 -0.877 0.090
C 1.550 1.460 -0.350 -0.136
C 0.839 1.883 0.951 -0.062
C 1.723 2.697 1.823 -0.171
C 2.920 2.305 2.407 -0.022
N 3.464 3.380 3.077 0.077
C 2.625 4.482 2.958 -0.201
C 2.755 5.774 3.451 -0.026
C 1.749 6.700 3.129 -0.099
C 0.659 6.326 2.321 -0.099
C 0.538 5.021 1.823 -0.027
C 1.513 4.086 2.160 -0.133
N 0.688 0.719 -1.268 0.057
C 0.118 -0.439 -0.884 0.062
C -0.683 -1.239 -1.687 -0.043
C -1.228 -2.462 -1.313 0.079
C -2.059 -3.259 -2.174 -0.192
C -2.592 -4.503 -1.742 0.004
C -3.394 -5.273 -2.578 -0.063
C -3.699 -4.834 -3.876 -0.061
C -3.186 -3.612 -4.326 -0.074
C -2.383 -2.839 -3.496 -0.017
C 0.539 1.344 -2.586 -0.464
C -0.918 1.752 -2.858 0.017
C 1.119 0.472 -3.707 0.014
H 2.229 4.295 -3.037 0.098
H 2.048 3.072 -4.326 0.093
H 0.622 3.975 -3.753 0.093
H 2.445 0.859 -0.091 0.174
H -0.056 2.473 0.692 0.128
H 0.520 0.967 1.477 0.105
H 3.404 1.335 2.367 0.125
H 4.333 3.351 3.600 0.155
H 3.619 6.015 4.068 0.105
H 1.807 7.722 3.507 0.096
H -0.105 7.069 2.084 0.095
H -0.281 4.695 1.180 0.104
H 0.338 -0.716 0.146 0.129
H -0.895 -0.868 -2.687 0.056
H -0.991 -2.843 -0.313 0.119
H -2.351 -4.835 -0.732 0.125
H -3.791 -6.225 -2.227 0.110
H -4.329 -5.433 -4.533 0.109
H -3.410 -3.251 -5.330 0.108
H -1.997 -1.893 -3.872 0.101
H -1.260 2.428 -2.061 0.106
H -0.977 2.266 -3.825 0.091
H -1.582 0.885 -2.877 0.074
H 2.176 0.268 -3.490 0.108
H 0.596 -0.482 -3.789 0.072
H 1.036 1.004 -4.662 0.091
```

The value obtained for the LUMO energy is -1.9 eV. For the frontier orbital gap, the calculation gives 3.73 eV. The value obtained for the energy above the lowest of the compared OMol25 structures with the same formula, charge and spin is 365.2 kJ/mol.